1.
{
  "formula": "C12H26CaCl2CsF6NO2P3",
  "method": "ωB97M-V with the def2-TZVPD basis set",
  "elements": ["C", "C", "O", "P", "C", "C", "C", "C", "C", "C", "C", "C", "P", "N", "H", "H", "H", "H", "H", "H", "H", "H", "H", "H", "H", "H", "H", "H", "H", "H", "H", "H", "H", "H", "Cs", "C", "O", "H", "H", "H", "H", "C", "Cl", "Cl", "H", "H", "F", "P", "F", "F", "F", "F", "F", "Ca"],
  "positions_angstrom": [[3.0040, 1.6665, -0.1770], [2.7671, 0.4378, -1.0681], [1.6950, -0.2983, -0.4944], [1.7037, -1.9870, -0.7736], [0.4145, -1.8820, -2.1719], [-0.9340, -1.5321, -1.5247], [-1.8819, -2.5148, -1.3168], [-3.0701, -2.2567, -0.6602], [-3.3683, -1.0212, -0.1650], [-4.6253, -0.7962, 0.6181], [-2.4549, 0.0015, -0.4013], [-1.2843, -0.2260, -1.0721], [3.2100, -2.1996, 0.9485], [3.0924, -3.7084, 1.6173], [2.2128, 1.7496, 0.5542], [3.9156, 1.5225, 0.3950], [3.1173, 2.5794, -0.7466], [3.7015, -0.1140, -1.1109], [2.4735, 0.8073, -2.0592], [2.7696, -1.9106, -1.7497], [1.7575, -3.4534, -0.8314], [0.6667, -2.1188, 0.2377], [0.7621, -1.1165, -2.9045], [0.3860, -2.8943, -2.6120], [-1.7046, -3.5273, -1.6462], [-3.7642, -3.0673, -0.5049], [-5.4486, -0.4412, 0.0120], [-4.4169, -0.0835, 1.4053], [-4.8770, -1.7181, 1.1273], [-2.6186, 0.9793, -0.0055], [-0.5807, 0.5926, -1.2145], [4.5289, -1.9904, 0.5118], [2.9896, -1.2442, 1.9514], [2.3731, -4.1987, 1.0635], [0.3479, -0.0995, -4.2753], [4.3442, 4.3127, -3.1782], [3.7047, 4.4865, -4.4399], [4.2928, 3.2563, -2.9231], [5.3929, 4.6133, -3.2272], [3.8392, 4.8916, -2.4007], [3.7529, 5.4205, -4.6596], [-4.7930, 2.6424, 2.4014], [-3.9507, 2.7046, 0.8428], [-6.4731, 2.1140, 2.2134], [-4.2680, 1.9432, 3.0436], [-4.7871, 3.6349, 2.8331], [-0.4859, -1.3346, 3.7540], [-1.3631, 0.0904, 3.6484], [-2.4966, 0.8957, 4.5588], [-2.1504, 0.8316, 2.3762], [-0.4370, 0.5549, 4.9249], [-2.5634, -1.0456, 3.4723], [-0.0761, 0.5994, 2.7328], [1.6579, -4.5482, 3.0705]],
  "forces_ev_per_a": [[0.43, -0.42, 0.10], [-0.77, 1.23, 0.88], [0.97, -0.55, -0.32], [-1.49, -0.13, -1.10], [-0.25, -0.30, 1.61], [0.10, 0.86, -0.81], [0.20, -0.42, -0.16], [0.03, -0.74, -0.06], [-0.34, 0.67, 0.13], [0.61, -0.04, 0.41], [0.04, 0.04, -0.02], [1.14, -0.92, -0.83], [0.07, 0.19, -0.33], [-1.33, -0.83, 1.64], [-0.40, 0.20, -0.03], [0.22, 0.10, 0.10], [-0.09, 0.22, -0.07], [0.01, -0.41, -0.41], [0.22, -0.30, -0.29], [0.28, 0.09, 0.29], [0.28, -0.04, 0.07], [0.36, 0.21, 0.28], [0.72, -4.22, 5.14], [-0.07, 0.49, -0.25], [0.17, -0.18, -0.18], [-0.15, -0.17, 0.02], [-0.19, 0.05, -0.12], [-0.10, 0.27, 0.08], [-0.38, -0.22, -0.04], [-0.16, 0.19, 0.10], [-0.04, -0.07, 0.19], [0.16, 0.00, 0.38], [0.26, -0.01, 0.09], [0.52, 0.15, -1.32], [-1.52, 4.17, -5.19], [-0.06, 0.22, -0.17], [0.00, -0.15, 0.15], [0.00, -0.02, -0.03], [0.02, -0.05, 0.09], [0.05, -0.05, 0.07], [-0.04, 0.01, -0.09], [0.08, -0.08, 0.13], [-0.30, 0.51, 0.07], [0.04, 0.03, 0.03], [0.04, -0.08, -0.07], [-0.05, 0.05, -0.07], [0.58, -0.74, -0.11], [-0.80, 1.00, -0.12], [0.22, -0.08, -0.19], [0.18, -0.20, 0.10], [-0.06, -0.40, -0.11], [0.31, 0.00, 0.19], [-0.07, -0.18, 0.17], [0.35, 1.06, 0.03]],
  "multiplicity": 1,
  "total_charge": 1,
  "homo_lumo_gap_ev": 4.7
}


2.
{
  "formula": "C12H26ClFIN3O4S",
  "method": "ωB97M-V with the def2-TZVPD basis set",
  "elements": ["C", "C", "Cl", "C", "N", "C", "C", "C", "I", "S", "O", "O", "F", "H", "H", "H", "H", "H", "H", "H", "H", "H", "H", "H", "H", "C", "N", "C", "C", "O", "H", "H", "H", "H", "H", "H", "H", "C", "N", "C", "C", "O", "H", "H", "H", "H", "H", "H", "H"],
  "positions_angstrom": [[1.7155, 1.2324, 1.3313], [1.0554, 1.0033, -0.1740], [1.8020, 2.1471, -1.4405], [-0.5596, 1.3835, -0.0126], [-1.4801, 0.1912, -0.1119], [-2.8836, 0.5438, -0.5251], [-3.9544, 0.7780, 0.6858], [-3.5992, 1.9924, 1.7251], [-5.8458, 1.4084, -0.3229], [-1.3926, -0.8770, 1.2581], [-0.0294, -1.6753, 1.2295], [-1.3641, -0.1223, 2.6442], [-2.6112, -2.1334, 1.2522], [1.3005, 2.1795, 1.8849], [2.8978, 1.3063, 1.2329], [1.4956, 0.3132, 2.0566], [1.1641, -0.1170, -0.5070], [-0.7936, 2.0780, -0.9539], [-0.6674, 2.0233, 0.9604], [-3.2908, -0.3277, -1.2195], [-2.8918, 1.5384, -1.1797], [-4.2532, -0.1770, 1.2929], [-3.4712, 1.5146, 2.8105], [-4.5449, 2.7153, 1.7941], [-2.6985, 2.6721, 1.4123], [2.4290, -4.8514, 3.8749], [2.4548, -3.4482, 4.2311], [1.4969, -2.5528, 3.6164], [3.3615, -2.9388, 5.1359], [3.4384, -1.7669, 5.4812], [2.5989, -4.9460, 2.7986], [1.4482, -5.2629, 4.1300], [3.2024, -5.4084, 4.4107], [2.0374, -1.7705, 3.0751], [0.8926, -2.0858, 4.3999], [0.8475, -3.0971, 2.9257], [4.0428, -3.7046, 5.5424], [0.4639, 1.1675, -6.8504], [0.4816, 1.6034, -5.4697], [1.2055, 2.8098, -5.1264], [-0.1683, 0.9069, -4.4734], [-0.1940, 1.2183, -3.2898], [1.4920, 0.9870, -7.1772], [0.0158, 1.9544, -7.4638], [-0.1162, 0.2479, -6.9659], [1.9795, 2.5639, -4.3931], [0.5107, 3.5265, -4.6782], [1.6663, 3.2498, -6.0147], [-0.6865, 0.0066, -4.8431]],
  "forces_ev_per_a": [[0.97, -0.55, -0.01], [-1.14, -0.55, 2.10], [-0.28, -0.93, 1.57], [1.84, 1.52, -0.75], [-1.23, -0.24, 0.69], [-2.20, -0.12, -0.86], [0.36, 0.57, 0.51], [-1.06, 0.24, 0.84], [0.81, -0.59, 0.23], [6.71, -0.98, 5.94], [-5.82, 2.70, -1.35], [-1.75, -2.56, -5.52], [1.89, 3.08, -0.65], [0.84, -1.67, -1.39], [-2.59, -0.05, 0.23], [0.26, 1.87, -1.85], [-0.09, 2.43, 0.45], [0.18, -1.84, 2.05], [-0.04, -1.43, -1.73], [0.85, 1.83, 1.50], [0.40, -2.28, 1.51], [0.75, 1.75, -1.43], [0.11, 1.21, -2.50], [2.19, -1.61, -0.11], [-1.63, -1.61, 0.59], [-0.08, 0.26, -0.02], [1.10, 0.27, 1.03], [0.06, 0.16, 0.15], [-0.63, 0.25, -0.47], [-0.24, -0.82, -0.41], [-0.04, -0.22, 0.07], [0.11, -0.18, -0.10], [-0.10, 0.16, -0.04], [-0.24, -0.03, 0.00], [-0.04, 0.08, -0.23], [0.25, 0.09, 0.20], [-0.06, -0.08, -0.07], [0.08, 0.14, 0.13], [-0.79, -0.93, 0.92], [-0.01, 0.03, 0.35], [0.42, 0.60, -0.25], [-0.22, -0.07, -1.03], [-0.13, -0.04, -0.18], [0.06, -0.17, -0.15], [0.08, 0.16, 0.10], [-0.05, 0.21, -0.08], [0.22, 0.05, 0.00], [-0.14, -0.17, 0.11], [0.08, 0.04, -0.12]],
  "multiplicity": 1,
  "total_charge": 0,
  "homo_lumo_gap_ev": 7.5,
  "smiles": "C[C@H](Cl)CN(C[C@@H](C)I)S(=O)(=O)F.CN(C)C=O.CN(C)C=O"
}


3.
{
  "formula": "C12H26DyNO2P2",
  "method": "ωB97M-V with the def2-TZVPD basis set",
  "elements": ["Dy", "P", "C", "C", "N", "C", "C", "C", "C", "C", "P", "H", "H", "H", "H", "H", "H", "H", "H", "O", "H", "H", "O", "H", "C", "H", "H", "H", "C", "H", "H", "H", "C", "H", "H", "H", "C", "H", "H", "H", "C", "H", "H", "H"],
  "positions_angstrom": [[0.5590, 1.2059, 0.3271], [2.1200, -1.0378, 1.4026], [2.3491, -1.4010, -0.3998], [1.0566, -1.6303, -1.1890], [-0.0437, -0.8894, -0.8347], [-1.2558, -1.3109, -1.3195], [-1.3556, -2.2326, -2.3501], [-0.1865, -2.8149, -2.9125], [1.0449, -2.5239, -2.2557], [-2.5375, -0.7581, -0.7622], [-2.2341, 0.7287, 0.3085], [2.0063, -3.0128, -2.5484], [-2.3557, -2.4327, -2.7684], [-0.2230, -3.4600, -3.8152], [-3.2331, -0.4808, -1.5694], [-3.1043, -1.4874, -0.1551], [2.9532, -0.5948, -0.8696], [2.9819, -2.3094, -0.4309], [1.3682, 3.8857, -1.1910], [1.5401, 2.9686, -1.4825], [2.2985, 3.0671, -2.1402], [-0.9903, 4.4591, 1.0315], [-0.8781, 4.6908, 0.0865], [-1.2071, 5.6271, 0.0210], [-2.5954, 1.8730, -1.0540], [-3.6183, 1.6032, -1.3425], [-2.5773, 2.9062, -0.6845], [-1.9405, 1.6510, -1.9100], [-3.8684, 0.7465, 1.0469], [-3.9355, 1.6662, 1.6206], [-4.6087, 0.7984, 0.2552], [-4.0311, -0.1735, 1.6093], [2.3316, -2.7831, 1.9423], [3.2993, -3.1293, 1.5705], [2.3931, -2.7833, 3.0368], [1.5470, -3.4057, 1.5016], [3.8934, -0.6542, 1.6325], [4.0414, -0.4870, 2.7127], [4.4876, -1.5366, 1.3421], [4.1680, 0.1918, 0.9758], [0.1276, 1.2777, 2.6095], [0.8994, 0.7525, 3.2028], [-0.8715, 0.8739, 2.8757], [0.1853, 2.3560, 2.8739]],
  "forces_ev_per_a": [[-0.34, -0.74, 0.68], [1.48, -1.04, -1.04], [-0.26, 0.08, -1.01], [0.17, 0.37, -0.34], [-0.23, -1.30, 0.07], [0.34, 0.03, -0.33], [0.81, -0.66, -1.10], [0.12, 0.76, 0.81], [-0.45, -0.71, -0.42], [0.34, 0.10, 0.54], [-0.93, -0.81, -1.74], [-1.08, 0.43, 0.22], [0.68, -0.08, 0.29], [-0.02, 0.46, 0.87], [0.30, -0.03, 0.21], [0.61, -0.08, -0.23], [-0.23, -0.28, 0.13], [-0.30, 0.49, -0.34], [-0.12, -0.28, -0.22], [1.12, 0.36, -0.31], [-1.39, -0.36, 1.18], [-0.02, 0.51, -0.63], [-0.28, 0.58, 0.71], [0.48, -1.27, 0.05], [-0.19, 0.44, -0.06], [0.26, 0.40, -0.23], [0.20, -0.09, -0.61], [-0.04, 0.57, 0.16], [0.03, 0.22, 0.79], [-0.40, -0.19, 0.52], [-0.03, -0.07, -0.16], [-0.06, 0.37, 0.41], [-0.63, 0.08, 0.39], [-0.19, 0.11, -0.07], [-0.43, -0.42, -0.21], [-0.01, -0.06, 0.61], [0.10, 0.44, 0.28], [0.34, 0.35, -0.55], [-0.19, 0.48, 0.03], [0.19, -0.14, 0.76], [0.29, 0.62, 0.00], [-0.41, 0.38, -0.22], [0.61, 0.30, -0.12], [-0.24, -0.34, 0.21]],
  "multiplicity": 6,
  "total_charge": 2,
  "homo_lumo_gap_ev": [8.5, 7.9]
}


| no. | M (g/mol) | energy (Eh) |
| --- | --- | --- |
| 1 | 667.1 | -3919.14450 |
| 2 | 489.8 | -2193.79605 |
| 3 | 440.8 | -2245.27212 |